{
  "formula": "C5H13N",
  "method": "the ωB97M-V functional and the def2-TZVPD basis",
  "elements": ["C", "N", "C", "C", "C", "C", "H", "H", "H", "H", "H", "H", "H", "H", "H", "H", "H", "H", "H"],
  "positions_angstrom": [[1.64077, 1.33721, -0.32677], [0.85991, 0.19773, -0.78861], [-0.31983, -0.32639, 0.03215], [0.17156, -1.75669, 0.24500], [-1.59828, -0.24326, -0.79387], [-0.48537, 0.40944, 1.36051], [1.04674, 2.24692, -0.15302], [2.38592, 1.57156, -1.08509], [2.14974, 1.06254, 0.59565], [0.51397, 0.40538, -1.72207], [1.31389, -1.37363, -0.07294], [-0.12257, -2.41428, -0.57217], [-0.18766, -2.17140, 1.18123], [-1.47271, -0.75100, -1.74973], [-1.87622, 0.79496, -0.97593], [-2.40933, -0.73532, -0.26408], [-1.31287, -0.04254, 1.90588], [0.40747, 0.32207, 1.97644], [-0.70515, 1.46670, 1.20743]],
  "e_above_lowest_kcal_mol": 36.70,
  "e_lumo_ev": 0.976,
  "energy_ev": -6884.6058
}